17
Properties=species:S:1:pos:R:3:forces:R:3:lowdin_charge:R:1 method="wB97M-V/def2-TZVPD" spin_multiplicity=1 molar_mass_da=108.12 e_above_lowest_kj_mol=236.37 gap_ev=11.027 lumo_ev=-3.61 total_charge=+1
O 1.22817 -0.70515 0.91212 -1.796 0.242 0.269 0.06
C 0.03765 -0.70597 0.62879 2.066 2.842 -0.879 -0.47
O -0.83547 -1.65786 0.71772 0.260 -1.260 0.352 0.15
C -0.49706 0.64923 -0.20759 -0.203 -2.384 -0.777 -0.17
C -1.57328 1.55195 0.40423 1.256 -3.411 1.951 -0.01
N 0.71662 1.51214 -0.48350 -2.511 3.368 -1.132 0.20
H -0.37140 -2.55275 0.87179 -0.849 1.759 -0.317 0.18
H -0.69254 0.10369 -1.24153 -0.345 1.507 2.043 0.20
H -2.28512 1.82108 -0.24283 -2.128 1.839 -3.058 0.05
H -2.21833 0.93811 1.03369 0.374 -0.142 0.593 0.11
H -1.16314 2.33371 0.99663 0.294 0.681 0.379 0.09
H 1.42836 1.28546 0.14541 1.840 -0.477 1.744 0.11
H 0.51873 2.64414 -0.53554 0.475 -3.686 0.504 0.27
H 1.00975 1.26133 -1.39573 0.884 -0.153 -1.151 0.14
H 1.75676 -2.81705 -1.32955 0.766 -0.396 -0.358 0.04
H 1.74480 -2.91271 0.29579 -1.028 0.511 -2.963 0.13
O 1.19551 -2.74935 -0.56988 0.644 -0.840 2.801 -0.08

=====

29
Properties=species:S:1:pos:R:3:forces:R:3:lowdin_charge:R:1 method="wB97M-V/def2-TZVPD" spin_multiplicity=1 molar_mass_da=234.28 e_above_lowest_kj_mol=33.64 gap_ev=9.244 lumo_ev=0.38 total_charge=0
C 0.27664 1.62790 -1.73507 3.874 -0.173 0.449 0.00
C 0.36267 0.27754 -1.10611 -1.465 -1.133 -0.879 -0.26
C -0.66076 -0.54193 -0.74970 0.474 1.077 0.762 -0.10
C -2.12358 -0.28556 -0.60215 2.360 1.178 1.563 -0.08
C -2.43786 0.16688 0.83789 2.020 2.134 -3.396 -0.17
O -1.80475 1.48142 0.93351 -1.870 -0.103 0.998 -0.07
C -0.10181 -1.77118 -0.22192 0.586 -0.371 -0.793 -0.43
O -0.69639 -2.75729 0.14249 -0.325 -0.821 0.589 0.09
N 1.26397 -1.66690 -0.37985 -0.170 1.054 -0.510 -0.08
C 2.32273 -2.66154 -0.32766 -1.605 1.485 1.230 0.02
N 1.57044 -0.41553 -0.91732 1.653 1.339 0.218 -0.08
S 2.58998 0.53519 0.26640 1.212 -1.158 -0.138 0.70
C 1.46510 0.64560 1.69446 2.200 -1.557 -1.314 -0.07
O 3.00078 1.79801 -0.27204 -1.281 0.089 -0.280 -0.29
O 3.70511 -0.31677 0.62719 -1.202 -0.036 -0.065 -0.31
H 1.07529 1.88021 -2.51933 -1.136 -0.600 1.322 0.13
H 0.29775 2.34914 -0.94915 0.777 0.816 0.719 0.08
H -0.64714 1.83568 -2.07702 -3.256 -0.005 -1.732 0.04
H -2.58220 -1.17234 -0.72708 -1.845 -3.120 -0.885 0.08
H -2.34338 0.40102 -1.37006 -1.127 1.101 -0.521 0.11
H -2.07942 -0.44545 1.56735 1.868 -2.009 1.753 0.09
H -3.44329 0.13090 1.05615 -2.654 0.784 -0.007 0.10
H -2.54857 2.01838 1.26900 0.966 0.207 -0.190 0.10
H 3.14421 -2.33905 -0.85894 1.603 0.812 -1.265 0.07
H 2.55854 -2.64926 0.68564 1.090 -0.767 1.742 0.07
H 2.02871 -3.60198 -0.62865 -1.052 -1.933 -0.759 0.08
H 1.72740 1.62128 2.04084 0.524 0.135 1.414 0.07
H 0.48658 0.72991 1.35052 -1.840 -0.114 -0.631 0.01
H 1.69759 -0.36908 2.12695 -0.378 1.689 0.605 0.10

=====

132
Properties=species:S:1:pos:R:3:forces:R:3:lowdin_charge:R:1 method="wB97M-V/def2-TZVPD" spin_multiplicity=1 molar_mass_da=689.12 e_above_lowest_kj_mol=87.14 gap_ev=8.834 lumo_ev=0.54 total_charge=0
C 0.17711 5.63777 -2.47048 -0.560 0.134 -0.052 -0.03
C 1.19249 4.51416 -2.36104 1.318 0.593 0.872 -0.51
C 2.52843 5.17728 -1.94678 0.442 0.294 -0.097 -0.03
C 0.78539 3.57496 -1.20511 0.047 -0.627 -0.985 -0.13
C 1.49522 2.23700 -1.26730 1.291 -0.569 0.220 -0.18
C 1.46893 1.60594 -2.65029 -0.822 0.249 0.421 -0.14
C 1.95344 2.53603 -3.74795 1.052 -0.349 -1.056 -0.52
C 3.49046 2.67547 -3.75754 0.415 0.323 0.870 -0.03
C 1.59432 1.89056 -5.10114 -0.460 0.349 0.102 -0.03
N 1.27023 3.80461 -3.62708 -1.513 -0.314 0.292 -0.11
O 1.59959 4.70149 -4.66847 0.319 -0.106 0.046 0.00
H 0.62063 6.54946 -2.86633 -0.042 -0.041 -0.190 0.08
H -0.65973 5.33058 -3.10313 0.026 0.054 -0.018 0.08
H -0.23685 5.88214 -1.48857 0.125 -0.037 0.054 0.08
H 2.35546 5.90304 -1.14658 -0.089 -0.111 0.037 0.08
H 3.28980 4.48012 -1.59430 -0.153 -0.142 0.030 0.07
H 2.98571 5.74088 -2.76466 -0.200 -0.090 -0.109 0.08
H 1.08822 4.03700 -0.26784 -0.590 0.306 0.100 0.11
H -0.29352 3.41522 -1.30726 -0.050 0.047 0.449 0.12
H 2.55022 2.34296 -0.97091 -0.070 0.343 -0.121 0.11
H 1.15634 1.52130 -0.51052 -0.485 0.143 -0.107 0.10
H 0.41560 1.36333 -2.84974 0.128 -0.154 -0.240 0.10
H 2.05356 0.68594 -2.68674 -0.024 -0.035 0.032 0.13
H 3.80319 3.63095 -4.17969 -0.198 -0.032 -0.224 0.08
H 4.00441 1.88921 -4.31021 -0.198 -0.136 0.002 0.08
H 3.88881 2.67764 -2.73724 0.023 -0.128 -0.076 0.07
H 2.17752 2.33780 -5.90473 0.014 -0.074 -0.056 0.08
H 0.53258 2.02997 -5.33004 0.013 -0.045 0.082 0.08
H 1.79318 0.82021 -5.05007 0.132 -0.005 -0.100 0.08
H 0.85317 4.60973 -5.26868 -0.032 0.101 -0.076 0.11
C 4.08773 -8.05227 3.61756 0.340 -0.398 -0.179 -0.04
C 4.02544 -7.23434 2.31223 -0.593 -0.219 0.888 -0.52
C 4.66101 -5.87550 2.56515 0.839 0.117 0.397 -0.03
C 4.75345 -8.04625 1.25393 0.987 -0.064 -0.968 -0.14
C 4.43545 -7.57864 -0.15584 -0.310 0.575 -0.347 -0.18
C 2.94339 -7.46450 -0.43120 -0.259 0.416 -1.034 -0.14
C 2.12252 -6.73324 0.63585 -0.568 -0.253 0.395 -0.52
C 2.09557 -5.21360 0.40112 0.896 -0.129 0.472 -0.03
C 0.67554 -7.23661 0.54696 -0.363 0.319 0.025 -0.04
N 2.60069 -7.16744 1.95338 0.139 -0.857 -0.333 -0.11
O 1.83533 -6.56896 2.98177 0.152 0.468 0.014 -0.02
H 5.11266 -8.39134 3.79526 0.033 0.221 0.029 0.09
H 3.74942 -7.51779 4.50291 -0.069 0.116 -0.081 0.08
H 3.50627 -8.96879 3.48687 -0.146 0.118 0.063 0.09
H 5.66338 -6.02266 2.98895 -0.017 -0.075 -0.216 0.09
H 4.78271 -5.25991 1.67569 -0.162 0.017 -0.007 0.07
H 4.13749 -5.32958 3.35029 -0.353 0.060 -0.278 0.09
H 5.83597 -7.91831 1.38355 -0.101 0.134 0.263 0.12
H 4.63525 -9.13043 1.32802 -0.622 0.087 0.277 0.12
H 4.87220 -6.58303 -0.30621 -0.027 -0.004 0.135 0.11
H 4.87911 -8.17694 -0.95402 0.149 -0.276 0.293 0.11
H 2.45752 -8.39504 -0.74300 0.275 -0.358 0.745 0.12
H 2.82240 -6.89365 -1.36566 0.080 0.163 0.203 0.12
H 3.11344 -4.81104 0.39039 -0.067 -0.006 -0.255 0.07
H 1.59861 -4.71050 1.23077 -0.279 -0.038 -0.153 0.08
H 1.61968 -5.00281 -0.55450 -0.138 0.140 0.054 0.08
H -0.02561 -6.55069 1.02819 0.106 0.131 -0.076 0.07
H 0.55398 -8.18246 1.07376 0.180 -0.210 -0.305 0.09
H 0.38907 -7.32592 -0.50306 -0.109 -0.107 0.048 0.08
H 1.47552 -7.31256 3.47559 -0.039 -0.045 -0.080 0.10
C 0.42416 6.61252 2.63059 0.656 0.209 0.001 -0.03
C -0.86434 5.90156 2.98574 -0.284 0.182 0.489 -0.53
C -1.73340 6.82323 3.84015 0.318 0.372 0.442 -0.02
C -1.58589 5.53297 1.70642 -0.141 -0.730 -1.085 -0.14
C -2.72951 4.52071 1.86238 0.851 -0.041 -0.579 -0.16
C -2.17840 3.27318 2.53138 -0.296 0.144 0.858 -0.14
C -1.48944 3.58645 3.87452 -0.506 -0.044 0.050 -0.52
C -2.53235 3.90734 4.97182 -0.476 -0.332 0.011 -0.03
C -0.77079 2.31002 4.29886 0.232 0.402 0.644 -0.04
N -0.51631 4.64441 3.66256 0.833 -0.486 -1.073 -0.10
O 0.26806 4.86156 4.82190 -0.388 0.260 0.229 -0.02
H 1.06793 6.74825 3.50073 -0.181 0.066 0.092 0.08
H 1.01092 6.03843 1.90856 -0.143 -0.011 -0.091 0.08
H 0.22886 7.60583 2.22233 -0.073 -0.069 -0.098 0.09
H -1.95179 7.73966 3.28812 -0.296 -0.130 -0.068 0.09
H -2.63503 6.32638 4.18700 -0.187 0.176 -0.220 0.06
H -1.19323 7.15395 4.73294 0.064 -0.200 -0.018 0.09
H -1.90945 6.37678 1.08917 -0.096 0.412 0.634 0.13
H -0.86470 5.05982 1.02118 0.089 -0.155 0.330 0.10
H -3.59209 4.91429 2.39856 -0.018 0.081 -0.028 0.11
H -3.00783 4.27055 0.83398 -0.473 -0.020 0.170 0.11
H -1.46514 2.72996 1.90864 -0.028 0.180 -0.221 0.11
H -2.98905 2.58429 2.79176 0.025 -0.082 -0.229 0.12
H -3.49698 4.27262 4.60582 0.261 0.295 -0.241 0.07
H -2.13919 4.61896 5.69445 0.036 -0.109 0.107 0.08
H -2.81338 2.98001 5.47934 0.213 0.091 0.198 0.08
H -0.33071 2.46020 5.28809 -0.012 -0.103 -0.028 0.08
H 0.03575 2.04055 3.61762 -0.146 -0.114 -0.184 0.08
H -1.52513 1.53120 4.39618 0.185 -0.262 -0.198 0.08
H 1.14013 4.54761 4.56498 0.012 -0.021 0.019 0.11
C -4.25821 -2.30606 -0.70627 -0.791 -1.033 0.592 -0.02
C -2.97850 -3.08838 -0.38476 0.649 1.176 -0.644 -0.52
C -3.30437 -4.50323 0.05280 0.462 -0.099 -0.237 -0.03
C -2.05812 -3.15609 -1.61631 0.308 -0.391 -0.799 -0.13
C -1.39226 -1.82619 -1.95985 -0.352 -0.330 1.182 -0.16
C -0.56868 -1.40411 -0.75447 1.242 1.190 -0.839 -0.15
C -1.42732 -1.19208 0.48801 0.265 0.037 -0.791 -0.53
C -0.49765 -1.00571 1.66567 0.312 -0.399 0.657 -0.03
C -2.23991 0.08982 0.33488 0.211 0.882 -0.422 -0.02
N -2.15038 -2.45165 0.66530 -0.087 -0.665 0.774 -0.07
O -2.90213 -2.38854 1.88417 -0.189 0.119 -0.225 -0.02
H -4.83554 -2.79011 -1.50056 0.322 0.041 -0.206 0.09
H -4.91231 -2.42222 0.16596 0.084 0.499 0.021 0.09
H -4.12219 -1.26262 -0.94055 0.048 0.102 -0.039 0.05
H -3.89176 -4.54060 0.96664 -0.210 0.009 -0.117 0.08
H -3.80274 -5.00548 -0.77750 -0.245 -0.083 0.183 0.09
H -2.36062 -5.02904 0.21949 -0.057 -0.041 0.111 0.08
H -1.26980 -3.89525 -1.42674 -0.006 0.083 0.126 0.11
H -2.58613 -3.54024 -2.49775 -0.313 0.031 0.260 0.12
H -0.81420 -1.83809 -2.88114 0.012 -0.157 -0.033 0.12
H -2.16167 -1.05358 -2.03265 -0.022 -0.072 -0.503 0.08
H -0.06456 -0.47094 -1.06319 -0.429 0.242 0.464 0.10
H 0.32978 -1.98342 -0.51334 -0.518 -0.827 -0.134 0.12
H -1.05586 -0.93044 2.59909 0.010 0.186 -0.032 0.08
H 0.13466 -0.12423 1.55398 -0.126 0.107 -0.100 0.08
H 0.16562 -1.87038 1.76164 -0.046 -0.007 -0.050 0.09
H -1.55481 0.90300 0.05091 0.218 -0.110 0.531 0.08
H -2.72840 0.37560 1.26441 -0.276 -0.070 -0.110 0.08
H -2.90540 0.14283 -0.52306 -0.430 -0.425 0.292 0.05
H -2.51517 -3.09173 2.41448 0.031 0.030 0.062 0.10
C -4.45751 2.98587 -4.39691 0.234 0.159 0.662 -0.04
C -2.98824 2.53016 -4.36583 -0.231 -0.789 0.605 -0.47
C -2.82159 1.21837 -3.59975 -0.203 -0.575 0.100 -0.07
O -2.44943 2.40450 -5.67452 0.331 0.401 -0.002 -0.05
H -5.04005 2.40061 -3.68292 -0.169 -0.208 -0.317 0.07
H -4.85833 2.91196 -5.40274 -0.130 -0.015 0.004 0.08
H -4.56296 4.00462 -4.01792 0.074 0.132 -0.395 0.07
H -2.39468 3.23682 -3.77980 0.126 0.340 -0.545 0.12
H -3.10155 0.32891 -4.18222 -0.132 0.228 -0.187 0.09
H -3.47890 1.19688 -2.72727 0.175 0.105 0.101 0.07
H -1.79789 1.03307 -3.27017 0.043 0.222 -0.035 0.06
H -2.53098 1.48622 -5.94918 -0.045 0.033 0.030 0.08